# 1
# CHClFNO2

2 unconnected molecules or ions with the total composition CHClFNO2 (ωB97M-V with the def2-TZVPD basis set, the Open Molecules 2025 dataset).

Values from the calculation:
Energy above the lowest of the compared OMol25 structures with the same formula, charge and spin   167.8 kJ/mol
Highest occupied orbital energy (spin up / spin down)   -9.95 / -11.53 eV
Energy   -21871.4921 eV
HOMO-LUMO gap (spin up / spin down)   10.4 / 7.1 eV
Molar mass   113.475 g mol⁻¹
Multiplicity   3

Each line ends with the Löwdin charge.
Cartesian coordinates (Å):
Cl (0.976, 0.265, -2.546)  0.18
H (0.240, -1.560, 0.387)  0.14
O (-0.447, 1.610, 0.282)  0.08
O (0.797, 0.485, 1.657)  0.07
N (0.056, 0.595, 0.692)  -0.43
F (-1.383, -0.752, -0.547)  0.10
C (-0.241, -0.643, 0.074)  -0.13

# 2
# CHClFO3

A gas-phase ion, CHClFO3 (charge +1) (ωB97M-V with the def2-TZVPD basis set, the Open Molecules 2025 dataset).

Values from the calculation:
Energy above the lowest of the compared OMol25 structures with the same formula, charge and spin   327.3 kJ/mol
Charge   +1
Highest occupied orbital energy (spin up / spin down)   -17.29 / -17.12 eV
Energy   -22417.5699 eV
HOMO-LUMO gap (spin up / spin down)   8.1 / 5.9 eV
Molar mass   115.467 g mol⁻¹
Multiplicity   1

Each line ends with the Löwdin charge.
Cartesian coordinates (Å):
O (0.132, -2.477, 0.977)  0.33
O (0.635, -0.375, 0.195)  0.12
H (0.817, 1.351, -0.991)  0.21
Cl (-0.549, 1.832, 1.005)  0.78
O (-0.323, -1.489, 0.522)  0.15
C (0.046, 0.746, -0.352)  -0.69
F (-0.760, 0.412, -1.355)  0.09

# 3
# CHClFO3

2 unconnected molecules or ions with the total composition CHClFO3 (ωB97M-V with the def2-TZVPD basis set, the Open Molecules 2025 dataset).

Values from the calculation:
Energy above the lowest of the compared OMol25 structures with the same formula, charge and spin   299.9 kJ/mol
Charge   +1
Highest occupied orbital energy (spin up / spin down)   -18.25 / -18.21 eV
Energy   -22417.8543 eV
HOMO-LUMO gap (spin up / spin down)   9.7 / 9.5 eV
Molar mass   115.467 g mol⁻¹
Multiplicity   1

Each line ends with the Löwdin charge.
Cartesian coordinates (Å):
C (-1.038, 0.034, 0.153)  -0.53
F (-0.517, 0.278, 1.328)  0.13
H (-1.490, 0.898, -0.210)  0.12
Cl (-1.615, -1.444, -0.249)  0.99
O (2.558, 0.252, -0.032)  0.27
O (1.495, -0.297, -0.190)  -0.02
O (0.607, 0.279, -0.801)  0.04

# 4
# CHClINO

2 unconnected molecules or ions with the total composition CHClINO (ωB97M-V with the def2-TZVPD basis set, the Open Molecules 2025 dataset).

Values from the calculation:
Energy above the lowest of the compared OMol25 structures with the same formula, charge and spin   200.8 kJ/mol
SMILES   [O-][N+]#CCl.I
Highest occupied orbital energy   -9.84 eV
Energy   -25210.0561 eV
HOMO-LUMO gap   9.9 eV
Molar mass   205.382 g mol⁻¹
Multiplicity   1

Each line ends with the Löwdin charge.
Cartesian coordinates (Å):
Cl (-0.122, 0.553, 3.804)  0.73
N (0.882, -1.950, 3.142)  -0.19
H (0.739, 2.421, -2.817)  -0.36
O (1.293, -3.060, 2.982)  0.02
C (0.507, -0.957, 3.637)  -0.56
I (0.597, 1.569, -1.472)  0.36

- multiplicity of number 3 (CHClFO3)?
  1